72
Properties=species:S:1:pos:R:3:lowdin_charge:R:1 method="wB97M-V/def2-TZVPD" orbital_gap_ev=6.2 charge=+2 total_energy_ev=-73737.534
Pd 0.772 -0.327 -0.690 1.09
O 1.692 5.002 1.714 0.14
C 1.441 3.837 1.134 -0.25
C 1.336 3.687 -0.261 0.12
C 1.074 2.432 -0.752 -0.13
N 0.906 1.429 0.103 -0.04
C 1.033 1.511 1.428 -0.18
C 1.301 2.729 1.994 0.11
C 0.918 0.157 2.113 -0.56
O 1.055 0.045 3.294 0.17
O 0.648 -0.853 1.280 -0.21
C 1.005 2.004 -2.216 -0.55
O 1.024 2.837 -3.076 0.16
O 0.944 0.698 -2.394 -0.14
H 1.797 5.723 1.079 0.14
H 1.474 4.515 -0.945 0.15
H 1.416 2.837 3.063 0.16
N 4.469 -2.392 -1.239 0.20
C 5.153 -1.474 -0.457 -0.16
C 6.481 -1.393 -0.052 0.01
C 6.814 -0.324 0.751 -0.05
C 5.862 0.635 1.141 -0.05
C 4.549 0.551 0.736 0.00
C 4.196 -0.526 -0.077 -0.19
N 2.979 -0.882 -0.628 0.11
C 3.184 -1.986 -1.305 -0.26
C 2.094 -2.631 -2.009 -0.27
C 2.122 -3.609 -2.948 -0.28
S 0.554 -3.885 -3.564 1.16
C -0.065 -2.683 -2.547 -0.43
N 0.828 -2.125 -1.770 -0.08
H 4.863 -3.214 -1.667 0.18
H 7.217 -2.129 -0.347 0.12
H 7.834 -0.217 1.093 0.12
H 6.175 1.453 1.774 0.11
H 3.820 1.292 1.039 0.10
H 2.971 -4.154 -3.325 0.10
H -1.113 -2.426 -2.539 0.09
C -3.877 -4.552 -0.225 -0.04
C -4.582 -3.371 -0.410 -0.05
C -3.917 -2.155 -0.356 -0.11
C -2.544 -2.133 -0.112 -0.37
C -1.838 -3.313 0.090 -0.14
C -2.511 -4.524 0.030 -0.05
Sb -1.739 -0.199 0.038 1.76
C -2.644 1.138 -1.294 -0.36
C -3.730 1.894 -0.859 -0.12
C -4.377 2.722 -1.765 -0.05
C -3.939 2.790 -3.081 -0.04
C -2.861 2.026 -3.509 -0.04
C -2.210 1.187 -2.617 -0.12
C -2.061 0.432 1.993 -0.37
C -2.089 -0.523 3.004 -0.10
C -2.296 -0.108 4.309 -0.04
C -2.460 1.242 4.593 -0.03
C -2.419 2.191 3.578 -0.05
C -2.212 1.791 2.267 -0.13
H -4.395 -5.500 -0.272 0.12
H -5.646 -3.393 -0.597 0.12
H -4.477 -1.239 -0.514 0.10
H -0.782 -3.295 0.336 0.10
H -1.971 -5.446 0.198 0.12
H -4.078 1.846 0.167 0.10
H -5.221 3.314 -1.439 0.12
H -4.445 3.443 -3.780 0.12
H -2.520 2.082 -4.533 0.12
H -1.369 0.594 -2.955 0.08
H -1.948 -1.574 2.783 0.11
H -2.321 -0.838 5.106 0.12
H -2.618 1.559 5.615 0.12
H -2.550 3.240 3.808 0.12
H -2.175 2.531 1.474 0.10

=====

71
Properties=species:S:1:pos:R:3:lowdin_charge:R:1 method="wB97M-V/def2-TZVPD" orbital_gap_ev=4.8 charge=+2 total_energy_ev=-139314.803
Zr 1.186 -2.577 0.493 1.76
O 0.525 -4.591 0.914 -0.22
N -0.615 -3.856 0.187 -0.12
C -1.784 -4.352 0.422 -0.03
C -2.855 -3.704 -0.247 -0.23
C -4.006 -4.525 -0.459 0.00
C -5.106 -3.942 -1.006 -0.02
C -4.983 -2.633 -1.584 0.01
C -3.827 -1.893 -1.472 -0.05
C -2.778 -2.407 -0.719 -0.33
P -1.513 -1.237 -0.299 1.02
C -2.297 -0.143 0.885 -0.36
C -3.204 -0.654 1.812 -0.12
C -3.680 0.076 2.869 -0.07
C -3.278 1.416 3.089 -0.02
C -2.321 1.932 2.175 -0.03
C -1.820 1.173 1.053 -0.09
C -1.241 -0.407 -1.954 -0.35
C -1.391 1.002 -2.176 -0.08
C -0.942 1.560 -3.340 -0.05
C -0.529 0.707 -4.393 -0.06
C -0.303 -0.601 -4.150 -0.07
C -0.764 -1.250 -2.950 -0.08
H 0.597 -5.492 0.447 0.18
H -1.881 -5.276 1.058 0.19
H -3.901 -5.507 -0.044 0.12
H -6.031 -4.514 -1.011 0.13
H -5.845 -2.298 -2.221 0.14
H -3.738 -0.832 -1.818 0.14
H -3.530 -1.700 1.870 0.11
H -4.416 -0.363 3.452 0.09
H -3.693 2.022 3.837 0.09
H -1.905 2.959 2.287 0.12
H -0.932 1.448 0.423 0.08
H -1.945 1.568 -1.397 0.11
H -0.973 2.620 -3.490 0.11
H -0.200 1.098 -5.370 0.13
H 0.201 -1.197 -4.865 0.10
H -0.688 -2.330 -2.790 0.10
Br 0.213 -1.544 3.568 0.88
C 2.090 -1.884 3.454 -0.64
C 2.967 -2.081 4.545 -0.03
C 4.310 -2.271 4.295 0.03
C 4.706 -2.750 3.029 0.06
C 3.802 -2.645 2.002 -0.17
N 2.499 -2.299 2.252 -0.10
C 4.132 -2.803 0.573 -0.46
O 5.284 -3.036 0.183 0.16
O 3.037 -2.791 -0.232 -0.21
H 2.622 -1.904 5.536 0.12
H 5.085 -2.200 5.044 0.14
H 5.725 -3.187 2.865 0.17
C 1.115 7.251 -2.118 -0.06
C 2.407 6.503 -2.343 -0.67
O 2.819 6.210 -3.449 0.06
S 3.271 6.131 -0.783 1.03
C 2.875 4.493 -0.507 -0.55
C 3.018 3.480 -1.514 -0.06
C 2.687 2.181 -1.229 -0.01
C 2.054 1.834 0.027 -0.24
C 2.049 2.812 1.035 -0.03
C 2.511 4.103 0.814 -0.07
C 1.306 0.655 0.163 -0.08
C 0.792 -0.477 0.294 -0.33
H 1.366 8.245 -1.664 0.11
H 0.483 6.716 -1.404 0.09
H 0.699 7.441 -3.046 0.06
H 3.365 3.815 -2.519 0.13
H 2.797 1.334 -1.952 0.13
H 1.712 2.496 1.972 0.10
H 2.601 4.871 1.591 0.11

=====

79
Properties=species:S:1:pos:R:3:lowdin_charge:R:1 method="wB97M-V/def2-TZVPD" orbital_gap_ev=6.2 charge=-2 total_energy_ev=-131771.339
La 11.658 9.805 13.944 2.12
C 10.715 10.477 17.563 -0.09
N 11.414 11.363 16.616 -0.28
C 12.624 12.024 17.132 -0.09
C 10.509 12.388 16.027 -0.21
C 9.215 11.782 15.629 -0.34
C 8.034 12.383 16.062 -0.07
C 6.799 11.872 15.672 -0.13
C 6.782 10.731 14.900 -0.13
C 7.981 10.188 14.489 -0.17
C 9.240 10.688 14.785 -0.22
H 10.350 11.076 18.447 0.10
H 11.456 9.811 17.988 0.07
H 9.874 9.890 17.240 0.07
H 12.474 12.651 18.039 0.08
H 12.966 12.706 16.374 0.07
H 13.354 11.215 17.308 0.09
H 11.120 12.867 15.200 0.08
H 10.330 13.196 16.805 0.13
H 8.042 13.223 16.738 0.09
H 5.876 12.370 15.931 0.08
H 5.871 10.170 14.653 0.09
H 7.913 9.182 14.036 0.09
O 14.600 12.380 12.112 -0.32
S 13.152 12.198 12.173 0.48
O 12.670 10.861 11.816 -0.48
O 12.522 12.533 13.513 -0.47
C 12.464 13.328 10.972 -0.28
C 13.421 13.927 10.115 -0.04
C 12.973 14.832 9.138 -0.08
C 11.644 15.188 9.065 -0.09
C 10.849 14.710 10.058 -0.09
C 11.146 13.637 10.930 -0.30
P 9.962 12.755 12.067 1.17
C 9.352 14.228 12.895 -0.37
C 10.288 14.925 13.625 -0.10
C 9.954 16.120 14.193 -0.07
C 8.621 16.532 14.122 -0.10
C 7.680 15.839 13.396 -0.11
C 8.053 14.662 12.845 -0.10
C 8.758 12.345 10.681 -0.30
C 8.375 12.998 9.554 -0.12
C 7.625 12.372 8.550 -0.09
C 7.383 11.006 8.713 -0.08
C 7.753 10.321 9.879 -0.10
C 8.321 10.973 10.879 -0.09
H 14.478 13.625 10.309 0.11
H 13.730 15.283 8.493 0.10
H 11.270 15.855 8.381 0.08
H 9.852 15.156 10.048 0.10
H 11.256 14.472 13.782 0.09
H 10.666 16.775 14.565 0.08
H 8.356 17.394 14.705 0.09
H 6.651 16.138 13.533 0.10
H 7.275 14.034 12.410 0.12
H 8.536 14.059 9.472 0.07
H 7.279 12.849 7.626 0.09
H 6.855 10.390 7.988 0.09
H 7.432 9.335 10.053 0.08
H 8.475 10.541 11.883 0.08
Cl 12.983 5.353 19.570 0.62
C 13.284 6.497 18.334 -0.77
C 14.524 6.947 18.052 -0.74
Cl 15.857 6.445 19.040 0.60
C 14.731 7.890 16.999 -0.58
Cl 16.243 8.768 16.797 0.60
C 13.676 8.349 16.153 -0.44
O 13.728 9.304 15.275 -0.27
C 12.369 7.789 16.413 -0.46
O 11.394 8.111 15.597 -0.32
C 12.245 6.912 17.465 -0.63
Cl 10.610 6.477 17.784 0.67
F 11.446 6.362 11.786 0.18
C 10.277 6.564 11.256 -0.63
F 9.543 5.496 11.567 0.15
F 10.455 6.549 9.946 0.16
C 9.643 7.890 11.650 -0.56
O 8.492 8.022 11.263 0.05
O 10.367 8.695 12.289 -0.19